Record 1
DFT (the ωB97M-V functional and the def2-TZVPD basis) results for a molecular structure, C13H21CaCl5OP2.

Output
HOMO-LUMO gap ... 6.48 eV
Maximum force ... 9.00 eV Å⁻¹
ΔE to the lowest compared entry with this formula, charge and spin ... 0.0 kcal/mol
LUMO energy ... -0.47 eV
Highest occupied orbital energy ... -6.95 eV

The geometry in XYZ format:
```
43
Properties=species:S:1:pos:R:3:forces:R:3:nbo_charge:R:1
Ca -0.96828 0.33853 0.18755 0.3924 -1.0409 -1.4515 1.499
H -4.19235 1.07522 1.01617 0.0313 -0.0302 0.0130 0.002
H -4.06513 1.67372 0.59502 0.0352 0.0159 -0.0198 0.001
P -1.35104 -1.76580 1.44804 0.0990 -0.1031 0.0337 0.759
P -0.47945 2.22765 -1.34612 0.1909 0.0766 -0.0577 0.758
C 0.46724 3.55773 -0.64139 0.5710 1.2883 -0.1399 -0.969
H 0.73275 4.25281 -1.44782 0.1943 0.2467 0.3370 0.224
H -0.11993 4.09149 0.12409 0.1513 -0.1556 -0.3219 0.238
H 1.38541 3.19152 -0.15642 -0.2924 -0.0200 -0.2547 0.260
C 0.46291 1.60940 -2.73469 0.2837 0.0183 -0.8160 -0.954
H -0.09600 0.82387 -3.26756 0.1278 0.3860 0.3001 0.277
H 0.65531 2.44933 -3.40400 0.1665 -0.0349 -0.2656 0.219
H 1.41544 1.17024 -2.40862 -0.3020 0.2156 0.0141 0.264
C -1.96495 2.94162 -2.01879 -0.7177 0.7348 -0.7084 -0.962
H -2.54406 3.45847 -1.23643 0.2631 -0.1205 -0.2483 0.236
H -1.67260 3.66206 -2.78657 -0.3766 0.1750 -0.1206 0.224
H -2.61724 2.17276 -2.46870 0.4346 0.2234 0.2071 0.265
C -0.42025 -3.07439 0.66012 0.2069 -0.8410 -0.1512 -0.957
H -0.63358 -4.00138 1.19672 0.1405 -0.2466 -0.1068 0.219
H -0.70626 -3.17764 -0.39835 -0.0043 0.1226 0.4866 0.278
H 0.65935 -2.87085 0.68969 -0.3614 0.0171 0.0919 0.263
C -0.87062 -1.75601 3.15799 0.0648 -0.6853 1.3008 -0.970
H -1.50123 -1.06195 3.73805 0.1512 -0.2898 -0.2210 0.238
H -0.98868 -2.77251 3.55285 0.1454 0.1753 0.4170 0.224
H 0.17488 -1.43326 3.28254 -0.3007 -0.1635 -0.1833 0.257
C -3.06290 -2.25756 1.38366 -0.9565 -0.6807 0.1886 -0.961
H -3.43978 -2.27154 0.34671 0.3539 0.0273 0.3920 0.270
H -3.14034 -3.25987 1.81271 -0.4063 -0.0640 0.0031 0.223
H -3.69450 -1.56443 1.96210 0.2495 -0.2478 -0.1173 0.235
C -0.44914 1.45130 1.92135 1.7270 4.8092 7.4030 0.440
O -0.22980 2.07038 2.87061 -1.0412 -1.8890 -3.0277 -0.439
H -1.48450 -0.53357 -1.17136 -2.1492 -1.5472 -2.7075 -0.799
Cl 2.42914 0.99116 2.15425 -0.0454 0.0939 0.1201 -0.030
C 2.61750 -0.02420 0.75022 3.1312 -1.3352 -0.9476 -0.092
C 1.59519 -0.37899 -0.07627 -1.9094 0.7358 0.4227 -0.499
C 1.81235 -1.18375 -1.16408 2.4138 -1.1076 -0.8317 -0.080
Cl 0.52831 -1.68241 -2.27537 0.6541 -0.0306 0.1664 -0.012
C 3.12169 -1.69612 -1.49178 -0.2499 1.7384 2.4110 -0.109
Cl 3.40829 -2.68607 -2.82110 0.1804 -0.5388 -0.7157 0.068
C 4.22369 -1.33001 -0.62556 -3.0802 1.1405 0.6824 -0.131
Cl 5.76386 -1.88780 -0.94595 1.2597 -0.4478 -0.2526 0.074
C 3.97936 -0.47949 0.51821 -2.2633 -0.9014 -1.9840 -0.118
Cl 5.25994 -0.05965 1.51831 0.8370 0.2807 0.6604 0.065
```
Forces are in eV/Å.

=====

Record 2
DFT (the ωB97M-V functional and the def2-TZVPD basis) results for 2 unconnected molecules or ions with the total composition C3H3NS.

Output
HOMO-LUMO gap ... 10.25 eV
Maximum force ... 1.65 eV Å⁻¹
ΔE to the lowest compared entry with this formula, charge and spin ... 40.3 kcal/mol
LUMO energy ... 0.51 eV
Structure (SMILES) ... C#CC#N.S
Highest occupied orbital energy ... -9.74 eV

The geometry in XYZ format:
```
8
Properties=species:S:1:pos:R:3:forces:R:3:nbo_charge:R:1
C 0.60673 -2.23295 0.07377 0.1105 0.0095 -0.4640 -0.090
C 1.21603 -1.19970 0.09634 0.2635 0.8789 0.6531 -0.142
C 1.86878 0.04846 0.19231 0.1043 0.0600 -1.0651 0.220
N 2.40115 1.06584 0.01990 -0.5718 -1.1153 0.6203 -0.235
H 0.09127 -3.15215 -0.11494 0.0942 0.1817 0.2540 0.247
S -1.45682 2.01803 0.09864 -1.5098 -0.1995 -0.6361 -0.296
H -2.23605 0.91471 0.30339 0.5261 0.4262 0.0442 0.143
H -2.49109 2.53777 -0.66942 0.9829 -0.2415 0.5936 0.153
```
Forces are in eV/Å.

=====

Record 3
DFT (the ωB97M-V functional and the def2-TZVPD basis) results for a molecular structure, C53H48As2Cl4GeN3O4SY.

Output
HOMO-LUMO gap (spin up / spin down) ... 7.21 / 5.94 eV
Spin multiplicity ... 2
Maximum force ... 0.78 eV Å⁻¹
ΔE to the lowest compared entry with this formula, charge and spin ... 50.2 kcal/mol
LUMO energy (spin up / spin down) ... -3.18 / -4.50 eV
Total charge ... +1
Highest occupied orbital energy (spin up / spin down) ... -10.39 / -10.43 eV

The geometry in XYZ format:
```
117
Properties=species:S:1:pos:R:3:forces:R:3:lowdin_spin:R:1
Y -0.70546 0.85203 0.01816 0.1329 0.2745 -0.7215 -0.001
Cl 0.75250 8.07870 -0.42516 -0.0063 -0.0046 0.0082 0.000
C 0.69298 6.38147 -0.08010 -0.0043 0.0426 0.0757 0.000
C 0.53853 5.94487 1.23645 0.0029 0.0003 0.0226 0.000
C 0.50174 4.59915 1.53218 0.0317 0.0749 -0.0342 0.000
C 0.60389 3.63831 0.51899 0.0559 -0.0545 -0.0878 0.000
O 0.55662 2.34525 0.77986 -0.0276 -0.1515 0.1248 0.001
C 0.74026 4.08952 -0.80894 -0.0572 -0.0219 -0.0087 0.000
C 0.83645 3.18304 -1.91699 0.0670 -0.0292 0.0223 0.001
N 0.68661 1.89955 -1.89377 -0.1100 -0.0346 -0.0531 0.000
C 0.99523 1.20132 -3.09057 -0.0322 -0.0104 0.0608 0.006
C 1.75041 1.69222 -4.12677 -0.0377 -0.0030 -0.0270 -0.002
C 1.94800 0.94625 -5.30772 0.0350 0.0303 0.0092 0.008
C 1.44873 -0.31632 -5.42994 0.0375 0.0023 -0.0560 -0.001
C 0.76386 -0.90082 -4.34148 -0.0543 -0.0078 0.0155 0.006
C 0.32903 -2.24290 -4.35748 0.0206 0.0151 -0.0247 -0.001
C -0.24578 -2.77432 -3.23956 -0.0459 -0.0438 -0.0083 0.003
C -0.43236 -1.93944 -2.13092 -0.0866 0.0787 -0.0057 0.019
N -0.09005 -0.66757 -2.08792 -0.1298 -0.1200 0.2306 0.025
C 0.53743 -0.14233 -3.17094 -0.0962 0.1127 -0.0685 -0.001
C 0.79396 5.46478 -1.09138 0.0129 -0.0649 -0.1083 0.000
H 0.44355 6.67755 2.02775 0.0078 -0.0080 -0.0166 0.000
H 0.36796 4.27345 2.54942 -0.0137 0.0008 0.0170 0.000
H 1.05819 3.67268 -2.86541 0.0357 0.0011 -0.0113 0.000
H 2.22413 2.66193 -4.05454 -0.0173 -0.0154 -0.0118 0.000
H 2.52020 1.38634 -6.11466 -0.0250 -0.0102 0.0185 0.000
H 1.60125 -0.89575 -6.33283 -0.0132 0.0251 0.0299 0.000
H 0.47434 -2.83742 -5.25223 0.0095 0.0174 0.0257 0.000
H -0.57087 -3.80505 -3.19189 0.0240 0.0285 -0.0119 0.000
H -0.90375 -2.34031 -1.24212 -0.0195 0.0394 -0.0390 0.007
H 0.90663 5.80003 -2.11615 -0.0037 -0.0166 0.0292 0.000
C 2.28561 -1.13353 2.18429 0.0022 0.0034 -0.0907 0.000
C 1.49628 -0.12802 3.00098 -0.0278 -0.0022 0.0470 0.000
As -0.22962 -0.59751 3.88297 -0.0216 -0.2028 0.0419 0.000
C 0.30352 -2.41961 4.34831 0.0178 -0.0591 -0.0580 0.000
C 0.05223 -3.55689 3.58543 0.0423 -0.0143 0.0789 0.000
C 0.56148 -4.79204 3.96945 -0.0095 0.0362 -0.0104 0.000
C 1.32926 -4.90282 5.12018 -0.0024 0.0080 -0.0044 0.000
C 1.57960 -3.77626 5.89193 -0.0233 0.0227 -0.0234 0.000
C 1.06538 -2.54407 5.50925 0.0154 -0.0670 -0.0062 0.000
C -1.74900 -0.98463 2.65652 -0.1245 0.0046 0.1484 0.000
C -1.87864 -1.72737 1.47725 0.1639 0.1213 0.1009 0.000
C -3.12558 -2.10857 0.98337 0.0091 0.0683 -0.0004 0.001
C -4.27966 -1.73826 1.64662 -0.0745 -0.0207 0.0469 0.000
C -4.18058 -0.98675 2.81194 0.0245 0.0183 -0.0126 0.000
C -2.93800 -0.61526 3.30066 -0.0590 -0.0567 -0.1137 0.000
As 1.52038 -1.32976 0.39479 -0.0246 0.0922 0.4102 0.000
C 2.88613 -0.62810 -0.78028 0.0991 0.0221 0.0134 0.000
C 3.43232 0.62060 -0.49156 0.0050 -0.0295 -0.0820 0.000
C 4.34015 1.20056 -1.36822 0.0045 -0.0058 0.0139 0.000
C 4.69838 0.54025 -2.53619 0.0174 -0.0111 -0.0027 0.000
C 4.14762 -0.70043 -2.83054 -0.0057 -0.0199 0.0218 0.000
C 3.24100 -1.28446 -1.95548 0.0712 0.0800 0.0012 0.000
C 1.72799 -3.24965 0.17786 0.1114 -0.0129 -0.0611 0.000
C 0.66606 -4.14092 0.08956 -0.0648 -0.0439 0.0286 0.000
C 0.89497 -5.51078 0.04717 0.0123 -0.0181 -0.0060 0.000
C 2.19069 -6.00177 0.09356 0.0222 0.0318 -0.0003 0.000
C 3.25966 -5.11806 0.18553 -0.0573 -0.0185 0.0009 0.000
C 3.02821 -3.75194 0.22903 0.0086 -0.0714 -0.0150 0.000
H 2.28449 -2.11697 2.64962 0.0059 -0.0718 0.0315 0.000
H 3.32347 -0.81717 2.07786 0.0633 0.0304 0.0027 0.000
H 1.37949 0.82419 2.48267 -0.0075 -0.0171 -0.0775 0.000
H 2.05893 0.09535 3.91238 0.0619 0.0738 0.0226 0.000
H -0.54675 -3.49503 2.68753 -0.0227 -0.0027 -0.0067 0.000
H 0.35773 -5.66782 3.36441 0.0102 0.0298 0.0193 0.000
H 1.72471 -5.86520 5.41939 -0.0064 0.0214 -0.0055 0.000
H 2.16791 -3.85652 6.79737 -0.0107 -0.0002 -0.0188 0.000
H 1.25826 -1.67543 6.12939 -0.0065 0.0255 0.0019 0.000
H -0.99577 -2.08021 0.96441 0.0765 -0.0318 0.0224 0.000
H -3.18996 -2.69806 0.07810 0.0085 -0.0324 0.0104 0.000
H -5.24812 -2.03103 1.26217 0.0158 0.0137 0.0062 0.000
H -5.07826 -0.69124 3.34223 0.0259 -0.0110 -0.0052 0.000
H -2.88666 -0.03309 4.21192 0.0241 -0.0292 0.0585 0.000
H 3.14089 1.15648 0.40515 -0.0043 0.0019 0.0176 0.000
H 4.76911 2.16818 -1.13592 -0.0158 -0.0314 -0.0088 0.000
H 5.41239 0.99037 -3.21574 -0.0337 -0.0140 0.0240 0.000
H 4.42629 -1.21744 -3.74113 -0.0096 0.0187 0.0324 0.000
H 2.81762 -2.25410 -2.18937 -0.0137 -0.0293 -0.0041 0.000
H -0.36103 -3.79685 0.07044 0.0496 -0.0143 0.0114 0.000
H 0.05514 -6.19159 -0.01767 0.0217 0.0064 0.0004 0.000
H 2.36896 -7.06904 0.06056 -0.0036 0.0241 0.0010 0.000
H 4.27453 -5.49230 0.22625 -0.0174 0.0025 -0.0008 0.000
H 3.86957 -3.07358 0.29947 0.0188 0.0170 0.0062 0.000
C 0.54135 2.72891 4.47705 -0.1068 0.0479 0.0500 0.000
N -0.88535 2.92925 4.68000 0.0378 0.0299 -0.0357 0.000
C -1.26013 3.51807 5.96532 0.0207 -0.0150 -0.0390 0.000
C -1.77937 2.62251 3.71690 -0.1173 -0.0182 -0.0104 0.000
C -3.22109 2.98638 3.95113 -0.0002 0.0009 0.0315 0.000
O -1.46271 2.07847 2.64774 0.2040 -0.0751 0.0686 0.000
H 1.07656 3.66648 4.64494 -0.0227 -0.0026 0.0147 0.000
H 0.70966 2.40162 3.45933 0.0074 -0.0075 -0.0357 0.000
H 0.92326 1.98318 5.17446 0.0021 -0.0381 0.0209 0.000
H -0.40088 3.45141 6.62785 0.0165 0.0029 -0.0085 0.000
H -2.07619 2.97335 6.43377 0.0153 -0.0105 0.0051 0.000
H -1.53601 4.56954 5.86904 -0.0071 -0.0087 -0.0097 0.000
H -3.46306 3.32680 4.95252 0.0114 -0.0259 -0.0448 0.000
H -3.83726 2.12296 3.70079 -0.0047 0.0275 -0.0059 0.000
H -3.48083 3.77165 3.24192 -0.0063 0.0085 0.0085 0.000
Cl -2.27674 2.78828 -0.92847 -0.0771 0.1592 0.3226 -0.001
Ge -3.95179 1.69775 0.59182 0.0084 0.0194 0.0347 -0.003
Cl -5.42073 0.96410 -0.94721 -0.1521 0.0811 -0.1007 0.136
Cl -4.97251 3.60094 1.02144 -0.0337 -0.0179 -0.0065 0.001
O -1.98966 1.87197 -8.06603 -0.0174 -0.0421 -0.0257 0.001
C -2.08845 0.61328 -7.59504 0.0322 0.0641 0.0795 0.007
O -1.89239 -0.32129 -8.31549 0.0353 -0.0593 -0.0182 0.014
C -2.41560 0.44726 -6.13685 -0.0358 -0.0470 -0.1033 0.058
C -2.93053 -0.78174 -5.73616 -0.0464 -0.0387 0.0276 -0.012
C -3.19432 -1.02333 -4.40195 0.0548 -0.1126 0.0437 0.057
C -2.89428 -0.06112 -3.42302 -0.1160 -0.1589 -0.1642 0.027
S -3.09218 -0.54807 -1.75590 0.1796 0.2312 -0.3413 0.593
C -2.40573 1.18282 -3.84500 -0.0229 -0.1872 0.0533 0.056
C -2.18195 1.43360 -5.18622 0.1259 0.0312 0.0636 -0.010
H -2.30883 2.51202 -7.42066 -0.0285 0.0310 0.0403 0.000
H -3.11365 -1.53630 -6.48966 -0.0078 -0.0048 0.0257 -0.002
H -3.59957 -1.97784 -4.08794 -0.0075 0.0350 -0.0328 0.001
H -2.19612 1.94173 -3.11777 0.0514 0.1476 0.0964 0.002
H -1.75586 2.39323 -5.46185 -0.0479 -0.0296 -0.0080 -0.002
```
Forces are in eV/Å.

=====

Record 4
DFT (the ωB97M-V functional and the def2-TZVPD basis) results for 5 unconnected molecules or ions with the total composition CH12O4S2.

Output
HOMO-LUMO gap (spin up / spin down) ... 8.37 / 5.01 eV
Spin multiplicity ... 2
Maximum force ... 3.06 eV Å⁻¹
ΔE to the lowest compared entry with this formula, charge and spin ... 37.8 kcal/mol
LUMO energy (spin up / spin down) ... -5.41 / -8.78 eV
Total charge ... +1
Highest occupied orbital energy (spin up / spin down) ... -13.79 / -13.79 eV

The geometry in XYZ format:
```
19
Properties=species:S:1:pos:R:3:forces:R:3:lowdin_spin:R:1
C -0.74041 1.14061 -2.13523 1.3066 0.6381 -1.5198 0.053
S -1.54711 -0.27900 -2.98971 -0.2859 -0.2472 2.4036 0.525
S -2.71124 -0.72631 -1.36219 -0.1074 -0.6722 -1.4645 0.361
H -1.37427 1.99661 -2.54740 1.5915 -0.5708 0.4801 0.011
H -0.76358 1.14687 -1.00435 0.1411 -0.5090 -1.4606 0.000
H 0.38375 1.00673 -2.57538 -2.6361 1.0371 1.1467 0.017
H -3.04563 0.55365 -1.20436 0.0334 0.3786 0.4770 0.018
H 0.89209 -1.84326 -1.24166 -0.1374 -0.5247 -0.6718 0.001
H 1.74443 -1.06130 -0.34908 1.3100 1.2266 0.6292 0.000
O 1.14335 -1.78481 -0.32688 -1.1501 -0.5826 0.0571 0.001
H 2.24793 0.94584 1.26456 0.1121 0.3350 0.7635 0.000
H 3.81024 1.04079 0.75786 -2.3434 -0.6837 0.0792 0.000
O 2.88574 0.66127 0.60828 1.9252 0.1959 -0.8660 0.000
H -0.08737 1.24024 2.76951 -0.4212 0.6068 0.1628 0.000
H 0.35628 -0.19613 2.56800 1.1306 2.3662 0.0938 0.000
O 0.73025 0.76435 2.67112 -0.5583 -2.8484 -0.4797 0.000
H -1.21962 -1.53291 0.90502 0.3204 -0.6012 -0.2344 0.005
H -1.54923 -1.85011 2.39000 -0.4295 -0.7888 0.3434 0.000
O -1.15559 -1.22315 1.80188 0.1984 1.2444 0.0603 0.008
```
Forces are in eV/Å.

=====

What did the fourth record say?
DFT (the ωB97M-V functional and the def2-TZVPD basis) results for 5 unconnected molecules or ions with the total composition CH12O4S2.

Output
HOMO-LUMO gap (spin up / spin down) ... 8.37 / 5.01 eV
Spin multiplicity ... 2
Maximum force ... 3.06 eV Å⁻¹
ΔE to the lowest compared entry with this formula, charge and spin ... 37.8 kcal/mol
LUMO energy (spin up / spin down) ... -5.41 / -8.78 eV
Total charge ... +1
Highest occupied orbital energy (spin up / spin down) ... -13.79 / -13.79 eV

The geometry in XYZ format:
```
19
Properties=species:S:1:pos:R:3:forces:R:3:lowdin_spin:R:1
C -0.74041 1.14061 -2.13523 1.3066 0.6381 -1.5198 0.053
S -1.54711 -0.27900 -2.98971 -0.2859 -0.2472 2.4036 0.525
S -2.71124 -0.72631 -1.36219 -0.1074 -0.6722 -1.4645 0.361
H -1.37427 1.99661 -2.54740 1.5915 -0.5708 0.4801 0.011
H -0.76358 1.14687 -1.00435 0.1411 -0.5090 -1.4606 0.000
H 0.38375 1.00673 -2.57538 -2.6361 1.0371 1.1467 0.017
H -3.04563 0.55365 -1.20436 0.0334 0.3786 0.4770 0.018
H 0.89209 -1.84326 -1.24166 -0.1374 -0.5247 -0.6718 0.001
H 1.74443 -1.06130 -0.34908 1.3100 1.2266 0.6292 0.000
O 1.14335 -1.78481 -0.32688 -1.1501 -0.5826 0.0571 0.001
H 2.24793 0.94584 1.26456 0.1121 0.3350 0.7635 0.000
H 3.81024 1.04079 0.75786 -2.3434 -0.6837 0.0792 0.000
O 2.88574 0.66127 0.60828 1.9252 0.1959 -0.8660 0.000
H -0.08737 1.24024 2.76951 -0.4212 0.6068 0.1628 0.000
H 0.35628 -0.19613 2.56800 1.1306 2.3662 0.0938 0.000
O 0.73025 0.76435 2.67112 -0.5583 -2.8484 -0.4797 0.000
H -1.21962 -1.53291 0.90502 0.3204 -0.6012 -0.2344 0.005
H -1.54923 -1.85011 2.39000 -0.4295 -0.7888 0.3434 0.000
O -1.15559 -1.22315 1.80188 0.1984 1.2444 0.0603 0.008
```
Forces are in eV/Å.

=====

> Which of these has the lowest ΔE to the lowest compared entry with this formula, charge and spin?

C13H21CaCl5OP2